Below is 7 unconnected molecules or ions with the total composition C33H75F6N9O3P, with properties calculated with ωB97M-V/def2-TZVPD.

Each atom is followed by the atoms it is bonded to, with distances in Å.
Element x y z (Å)
1 C 4.31735 -0.62645 6.61663  C2 1.529, H9 1.092, H10 1.090, H11 1.092
2 C 3.51838 -1.92578 6.51017  C1 1.529, N3 1.474, H12 1.084, H13 1.088
3 N 3.26208 -2.26185 5.09818  C2 1.474, C4 1.379, C7 1.324
4 C 4.20165 -2.77416 4.22908  N3 1.379, C5 1.345, H14 1.078
5 C 3.59008 -3.00042 3.05248  C4 1.345, N6 1.391, H15 1.074
6 N 2.24321 -2.71144 3.24344  C5 1.391, C7 1.326, C8 1.463
7 C 2.09932 -2.21977 4.46680  N3 1.324, N6 1.326, H16 1.078
8 C 1.25159 -2.89480 2.18340  N6 1.463, H17 1.090, H18 1.088, H19 1.087
9 H 5.18955 -0.65824 5.96052  C1 1.092
10 H 4.71560 -0.47421 7.61946  C1 1.090
11 H 3.74835 0.27807 6.39091  C1 1.092
12 H 2.58507 -1.88377 7.06090  C2 1.084
13 H 4.17470 -2.69163 6.91850  C2 1.088
14 H 5.24677 -2.76863 4.49205  C4 1.078
15 H 3.95770 -3.39303 2.12235  C5 1.074
16 H 1.18942 -1.76578 4.82336  C7 1.078
17 H 1.33450 -3.93038 1.85431  C8 1.090
18 H 1.42796 -2.23602 1.33613  C8 1.088
19 H 0.22361 -2.76881 2.51269  C8 1.087
20 C -4.52258 4.16517 -0.61985  C21 1.529, H28 1.090, H29 1.087, H30 1.086
21 C -3.57818 3.89923 0.55316  C20 1.529, N22 1.472, H31 1.089, H32 1.095
22 N -4.05871 2.83634 1.45139  C21 1.472, C23 1.383, C26 1.321
23 C -4.41544 3.00746 2.77658  N22 1.383, C24 1.350, H33 1.076
24 C -4.44965 1.78503 3.34732  C23 1.350, N25 1.386, H34 1.078
25 N -4.20587 0.87529 2.33080  C24 1.386, C26 1.323, C27 1.472
26 C -3.95631 1.54055 1.21516  N22 1.321, N25 1.323, H35 1.078
27 C -4.10359 -0.58987 2.43377  N25 1.472, H36 1.086, H37 1.084, H38 1.093
28 H -5.30548 4.84179 -0.27690  C20 1.090
29 H -4.98984 3.23889 -0.94459  C20 1.087
30 H -3.98187 4.67447 -1.41266  C20 1.086
31 H -3.37179 4.77447 1.16734  C21 1.089
32 H -2.58412 3.58973 0.21493  C21 1.095
33 H -4.55509 3.99669 3.17697  C23 1.076
34 H -4.87577 1.42274 4.26870  C24 1.078
35 H -3.60542 1.05325 0.31936  C26 1.078
36 H -3.34466 -0.88755 1.71568  C27 1.086
37 H -5.08631 -1.04616 2.46533  C27 1.084
38 H -3.62059 -0.77007 3.39796  C27 1.093
39 C -3.78243 4.00130 -5.81656  C40 1.530, H47 1.088, H48 1.086, H49 1.089
40 C -2.51446 3.60533 -5.05822  C39 1.530, N41 1.488, H50 1.087, H51 1.087
41 N -1.83071 2.47082 -5.73641  C40 1.488, C42 1.377, C45 1.327
42 C -1.36008 2.47385 -7.03040  N41 1.377, C43 1.349, H52 1.076
43 C -0.79443 1.27013 -7.25388  C42 1.349, N44 1.378, H53 1.076
44 N -0.94275 0.53696 -6.09704  C43 1.378, C45 1.331, C46 1.469
45 C -1.58901 1.28033 -5.20199  N41 1.327, N44 1.331, H54 1.077
46 C -0.48932 -0.83949 -5.85671  N44 1.469, H55 1.085, H56 1.088, H57 1.085
47 H -4.36229 3.10445 -6.02236  C39 1.088
48 H -3.56534 4.51439 -6.74927  C39 1.086
49 H -4.31509 4.67335 -5.14601  C39 1.089
50 H -2.80106 3.22289 -4.08156  C40 1.087
51 H -1.76415 4.39041 -5.01413  C40 1.087
52 H -1.40242 3.35495 -7.64713  C42 1.076
53 H -0.35893 0.83459 -8.13629  C43 1.076
54 H -1.92859 0.95807 -4.23196  C45 1.077
55 H -1.32096 -1.41489 -5.46368  C46 1.085
56 H 0.33827 -0.81531 -5.15152  C46 1.088
57 H -0.13760 -1.24304 -6.80082  C46 1.085
58 C -4.03954 -5.12887 -1.29038  N59 1.513, H65 1.087, H66 1.087, H67 1.081
59 N -2.75419 -4.40478 -0.95483  C58 1.513, C60 1.483, C61 1.518, C62 1.515
60 C -2.29399 -3.68329 -2.16625  N59 1.483, H68 1.086, H69 1.090, H70 1.089
61 C -3.10070 -3.35360 0.08435  N59 1.518, H71 1.087, H72 1.085, H73 1.085
62 C -1.65116 -5.33497 -0.49258  N59 1.515, C63 1.517, H74 1.088, H75 1.088
63 C -1.77770 -5.84604 0.93037  C62 1.517, O64 1.405, H76 1.098, H77 1.097
64 O -3.07432 -6.35896 1.10380  C63 1.405, H78 0.964
65 H -3.82312 -6.07789 -1.77322  C58 1.087
66 H -4.59660 -4.47275 -1.95485  C58 1.087
67 H -4.63123 -5.32297 -0.40639  C58 1.081
68 H -3.04715 -3.03015 -2.59649  C60 1.086
69 H -2.02101 -4.42160 -2.92065  C60 1.090
70 H -1.41703 -3.09474 -1.90125  C60 1.089
71 H -2.17283 -2.79580 0.18719  C61 1.087
72 H -3.38775 -3.88560 0.98540  C61 1.085
73 H -3.93355 -2.77116 -0.29568  C61 1.085
74 H -0.72356 -4.77652 -0.59850  C62 1.088
75 H -1.73624 -6.19517 -1.15393  C62 1.088
76 H -1.51249 -5.10103 1.69234  C63 1.098
77 H -1.01730 -6.63109 1.02570  C63 1.097
78 H -3.15416 -6.84776 1.93097  O64 0.964
79 C 3.19557 -1.85431 -1.74454  N80 1.498, H86 1.085, H87 1.089, H88 1.089
80 N 4.41002 -1.16056 -2.28175  C79 1.498, C81 1.507, C82 1.492, C83 1.521
81 C 5.62717 -1.75363 -1.61925  N80 1.507, H89 1.088, H90 1.082, H91 1.086
82 C 4.48652 -1.43664 -3.74568  N80 1.492, H92 1.087, H93 1.085, H94 1.087
83 C 4.22951 0.31285 -1.95211  N80 1.521, C84 1.503, H95 1.093, H96 1.086
84 C 5.40458 1.18972 -2.28409  C83 1.503, O85 1.422, H97 1.091, H98 1.097
85 O 5.62793 1.15736 -3.68765  C84 1.422, H99 0.964
86 H 3.13835 -1.85321 -0.66066  C79 1.085
87 H 3.20926 -2.85641 -2.17136  C79 1.089
88 H 2.28994 -1.38320 -2.12370  C79 1.089
89 H 5.43276 -1.82174 -0.55139  C81 1.088
90 H 6.47565 -1.11972 -1.84199  C81 1.082
91 H 5.73440 -2.76457 -2.00141  C81 1.086
92 H 5.42557 -1.01812 -4.09929  C82 1.087
93 H 3.66480 -0.94942 -4.26093  C82 1.085
94 H 4.51608 -2.50724 -3.92994  C82 1.087
95 H 4.10202 0.31998 -0.86641  C83 1.093
96 H 3.29422 0.63180 -2.40324  C83 1.086
97 H 6.31978 0.99700 -1.72324  C84 1.091
98 H 5.09103 2.21404 -2.04617  C84 1.097
99 H 6.02124 1.98702 -3.98064  O85 0.964
100 C 0.95173 1.92393 2.91418  N101 1.501, H107 1.084, H108 1.090, H109 1.090
101 N 1.19035 3.37450 2.61344  C100 1.501, C102 1.506, C103 1.500, C104 1.507
102 C 2.38824 3.88446 3.37032  N101 1.506, H110 1.088, H111 1.083, H112 1.088
103 C 1.46478 3.55187 1.14930  N101 1.500, H113 1.087, H114 1.086, H115 1.087
104 C -0.01935 4.20741 2.95271  N101 1.507, C105 1.512, H116 1.093, H117 1.089
105 C -0.40537 4.31941 4.41048  C104 1.512, O106 1.430, H118 1.095, H119 1.090
106 O -1.16175 3.15933 4.76748  C105 1.430, H120 0.964
107 H 0.51621 1.87034 3.90586  C100 1.084
108 H 1.91928 1.43375 2.80763  C100 1.090
109 H 0.29934 1.49548 2.15326  C100 1.090
110 H 3.28835 3.44121 2.94918  C102 1.088
111 H 2.30465 3.62258 4.41784  C102 1.083
112 H 2.44256 4.95446 3.18218  C102 1.088
113 H 1.58754 4.61008 0.93169  C103 1.087
114 H 0.61788 3.14045 0.60791  C103 1.086
115 H 2.39795 3.04166 0.92696  C103 1.087
116 H -0.86056 3.74468 2.43108  C104 1.093
117 H 0.12789 5.20529 2.54310  C104 1.089
118 H -1.06518 5.19140 4.46790  C105 1.095
119 H 0.41039 4.49576 5.11108  C105 1.090
120 H -1.25940 3.13219 5.72618  O106 0.964
121 P -0.52077 0.20399 -0.76963  F122 1.617, F123 1.601, F124 1.626, F125 1.628, F126 1.635, F127 1.622
122 F 1.02541 0.39494 -0.33834  P121 1.617
123 F -0.38982 1.38102 -1.84738  P121 1.601
124 F -0.09911 -0.92042 -1.86616  P121 1.626
125 F -2.07353 0.02003 -1.22117  P121 1.628
126 F -0.65518 -1.02056 0.30598  P121 1.635
127 F -0.99754 1.26510 0.36139  P121 1.622

Calculated values
frontier orbital gap: 9.680 eV
multiplicity: 1
total charge: +5
total energy: -2959.94479 a.u.
F_max: 1.80 eV/A

Atomic partial charges in e from the Löwdin method, atoms 1 to 8: number 1, C, carries -0.056; number 2, C, carries -0.130; number 3, N, carries -0.034; number 4, C, carries 0.019; number 5, C, carries 0.003; number 6, N, carries -0.080; number 7, C, carries -0.015; number 8, C, carries 0.010